Run a
The following is a quantum chemistry calculation of a 2-piece molecular cluster, C3H7O3 overall, from OMol25.

Each line ends with the Löwdin charge.
CARTESIAN COORDINATES (ANGSTROEM)
1 C -0.90 -0.72 -1.91  -0.06
2 C -0.14 -1.56 -0.86  -0.73
3 O 0.41 -0.87 0.07  -0.13
4 O -0.14 -2.82 -1.00  -0.10
5 H -1.12 -1.46 -2.72  0.07
6 H -0.23 0.09 -2.26  0.07
7 H -1.87 -0.49 -1.49  0.05
8 C 0.93 1.41 1.94  -0.22
9 O -0.17 1.55 1.08  -0.20
10 H -0.29 0.65 0.59  0.06
11 H 1.16 2.48 2.20  0.08
12 H 0.64 0.93 2.89  0.06
13 H 1.70 0.82 1.48  0.05

Computed properties:
- 2S+1: 1
- Highest occupied orbital energy: -4.46 eV
- Total charge: -1
- Gap between HOMO and LUMO: 8.7 eV

***

Run b
The following is a quantum chemistry calculation of a 2-piece molecular cluster, C3H7O3 overall, from OMol25.

Each line ends with the Löwdin charge.
CARTESIAN COORDINATES (ANGSTROEM)
1 C -1.38 -0.06 -2.23  -0.05
2 C -0.43 -0.27 -1.02  -0.76
3 O -1.00 -0.40 0.10  -0.09
4 O 0.78 -0.43 -1.28  -0.08
5 H -2.25 0.51 -1.92  0.05
6 H -1.69 -1.06 -2.52  0.06
7 H -0.87 0.45 -3.04  0.05
8 C 1.47 0.39 1.99  -0.18
9 O 0.32 -0.29 2.49  -0.18
10 H -0.21 -0.54 1.70  0.02
11 H 1.37 1.45 2.27  0.06
12 H 2.33 0.02 2.55  0.06
13 H 1.57 0.23 0.92  0.05

Computed properties:
- 2S+1: 1
- Highest occupied orbital energy: -4.45 eV
- Total charge: -1
- Gap between HOMO and LUMO: 8.8 eV

***

Run c
The following is a quantum chemistry calculation of a 2-piece molecular cluster, C3H7O3 overall, from OMol25.

Each line ends with the Löwdin charge.
CARTESIAN COORDINATES (ANGSTROEM)
1 C 1.86 0.41 -1.43  -0.06
2 C 0.79 -0.70 -1.30  -0.78
3 O -0.41 -0.35 -1.16  -0.14
4 O 1.23 -1.85 -1.11  -0.10
5 H 2.02 0.92 -2.40  0.05
6 H 2.85 0.06 -1.19  0.04
7 H 1.54 1.23 -0.77  0.05
8 C -1.33 -0.16 1.55  -0.16
9 O -2.57 0.35 2.05  -0.17
10 H -2.94 1.05 1.51  0.06
11 H -0.75 0.40 0.68  0.10
12 H -0.73 -0.19 2.41  0.04
13 H -1.56 -1.17 1.17  0.08

Computed properties:
- 2S+1: 1
- Highest occupied orbital energy: -3.97 eV
- Total charge: -1
- Gap between HOMO and LUMO: 7.8 eV

***

Computed relative energies in units of kJ/mol: run a 35.6; run b 0.0; run c 99.2